127
Properties=species:S:1:pos:R:3:forces:R:3 method="wB97M-V/def2-TZVPD" orbital_gap_ev=8.08 molar_mass_g_mol=631.06 charge=+1
C 9.9119 -4.6363 -1.3640 -0.66 0.72 0.13
C 9.1492 -3.5353 -0.5926 -0.06 -0.65 -0.41
C 7.8312 -3.2422 -1.3406 0.71 -0.12 0.73
C 7.3197 -1.8254 -1.1174 -0.74 -0.77 -0.79
C 6.1246 -1.5531 -2.0634 0.93 0.54 0.79
C 5.2382 -0.4470 -1.4776 -0.82 -1.00 -0.92
C 4.1651 -1.0733 -0.5776 0.39 0.88 0.95
C 3.1716 0.0230 -0.0972 0.22 -0.59 -0.90
C 1.7267 -0.2543 -0.5425 -0.15 0.42 0.82
C 0.7831 -0.6397 0.6192 0.09 -0.07 -0.39
C -0.2791 -1.6682 0.1858 0.43 0.24 0.39
C 0.2395 -3.1062 0.3284 -0.49 0.46 0.24
C -0.7998 -4.1868 -0.0210 0.66 0.22 -1.32
C -0.6352 -4.6806 -1.5061 -0.45 0.30 1.11
C -1.5957 -3.8481 -2.3548 -0.04 -1.10 0.85
N -1.3560 -3.8999 -3.8394 -0.09 1.26 -0.53
C 0.0576 -3.6919 -4.2893 0.80 -1.17 0.50
C 0.7578 -2.4979 -3.6064 -0.15 -3.74 1.52
O 0.7315 -1.4625 -4.1032 -0.16 4.40 -1.96
H 10.3203 -4.1859 -2.2681 0.33 -0.16 0.00
H 10.6732 -5.1262 -0.7652 0.16 -0.04 -0.13
H 9.1606 -5.3513 -1.6991 0.17 -0.37 0.09
H 9.7446 -2.6250 -0.5176 0.09 0.00 0.05
H 8.9599 -3.9014 0.4176 -0.12 0.22 0.11
H 8.0365 -3.4475 -2.3951 -0.20 0.30 -0.18
H 7.0820 -3.9814 -1.0248 0.05 0.21 -0.16
H 6.9604 -1.7291 -0.0915 0.26 0.16 0.14
H 8.1175 -1.1096 -1.3192 -0.03 0.13 0.21
H 6.5240 -1.2926 -3.0441 -0.12 0.02 -0.11
H 5.5696 -2.4888 -2.1611 -0.20 0.08 -0.10
H 5.8074 0.3040 -0.9309 0.12 -0.02 0.02
H 4.7096 0.0576 -2.2957 0.08 0.18 0.07
H 3.6364 -1.8679 -1.1090 0.03 -0.02 -0.07
H 4.6689 -1.5115 0.2961 -0.20 -0.14 -0.28
H 3.2488 0.1615 0.9798 -0.20 0.03 0.10
H 3.4918 0.9492 -0.5731 0.04 0.17 0.18
H 1.3324 0.6619 -0.9817 -0.17 -0.07 -0.22
H 1.6972 -1.0137 -1.3257 0.17 -0.07 -0.04
H 0.3269 0.2818 0.9703 -0.31 -0.09 0.15
H 1.3673 -1.0179 1.4624 -0.04 -0.20 -0.02
H -1.1808 -1.5673 0.7914 -0.08 0.15 -0.10
H -0.5165 -1.4192 -0.8565 -0.27 -0.12 0.02
H 0.5078 -3.2407 1.3767 0.18 0.06 0.01
H 1.1602 -3.1902 -0.2579 0.04 -0.34 0.06
H -1.8069 -3.7717 0.0449 -0.08 -0.10 0.52
H -0.6983 -5.0382 0.6397 -0.13 -0.12 0.11
H 0.4139 -4.5467 -1.7510 0.03 -0.22 -0.30
H -0.9163 -5.7322 -1.5022 0.19 -0.11 -0.52
H -1.6317 -2.8324 -1.9681 0.27 0.29 -0.65
H -2.5875 -4.2668 -2.1967 -0.17 0.13 -0.15
H -1.7311 -4.7470 -4.2707 0.12 -0.11 0.28
H -1.9010 -3.1328 -4.2493 -0.04 -0.13 0.02
H 0.1076 -3.6193 -5.3714 -0.30 0.39 -0.06
H 0.6047 -4.5984 -4.0285 -0.07 -0.07 0.09
H 1.3061 -2.6845 -2.6674 -0.02 -0.24 0.08
C -4.3943 -0.1227 1.3500 -0.02 -0.19 -0.05
C -3.3691 0.3026 2.3914 -0.27 0.46 -0.30
C -3.9057 1.4235 3.2659 0.14 -0.02 0.23
O -2.1726 0.7274 1.7391 0.15 -0.19 0.13
H -4.6378 0.7123 0.6879 -0.01 0.06 0.09
H -3.9934 -0.9239 0.7238 0.01 -0.02 0.05
H -5.3144 -0.4739 1.8199 0.00 0.02 -0.02
H -3.1022 -0.5529 3.0156 0.15 0.02 -0.04
H -4.1386 2.3082 2.6664 -0.15 -0.09 -0.06
H -3.1588 1.7234 4.0027 0.00 -0.08 0.01
H -4.8112 1.1173 3.7909 -0.04 0.08 -0.04
H -2.3986 1.4858 1.1839 0.08 -0.10 -0.17
C 3.0971 -6.0322 -1.0540 -0.09 0.22 -0.15
C 4.4759 -6.4904 -1.5140 -0.14 -0.27 0.56
C 4.6334 -7.9962 -1.3698 0.10 -0.07 -0.14
O 5.4804 -5.8231 -0.7565 -0.03 0.13 -0.18
H 2.9433 -6.2693 0.0021 0.00 -0.10 -0.03
H 3.0020 -4.9477 -1.1569 0.05 0.00 -0.02
H 2.3061 -6.5123 -1.6363 0.00 -0.05 0.03
H 4.6285 -6.2039 -2.5560 0.14 0.10 0.05
H 4.5290 -8.2962 -0.3235 -0.10 0.04 -0.01
H 5.6257 -8.3082 -1.6957 -0.03 0.03 -0.05
H 3.8880 -8.5323 -1.9602 0.01 -0.02 0.03
H 5.3649 -6.0635 0.1714 0.05 0.00 -0.08
C -5.9871 5.3806 1.9101 0.23 -0.10 -0.11
C -7.0135 4.2934 1.6253 -0.27 0.45 0.45
C -8.3989 4.8851 1.4270 -0.02 -0.39 -0.17
O -7.0327 3.3589 2.7068 0.18 -0.25 -0.13
H -6.2370 5.9185 2.8280 -0.10 0.04 -0.06
H -4.9960 4.9433 2.0581 -0.01 -0.01 -0.03
H -5.9331 6.0997 1.0905 -0.03 0.04 0.05
H -6.7208 3.7360 0.7326 0.03 -0.16 0.11
H -8.7287 5.4099 2.3251 0.10 0.12 -0.04
H -9.1260 4.0945 1.2325 0.07 -0.03 -0.04
H -8.4142 5.5857 0.5959 -0.04 0.06 0.06
H -7.2903 3.8372 3.5043 -0.01 -0.03 -0.10
C -1.8705 4.9735 -1.1014 0.20 -0.10 -0.02
C -2.8959 3.8887 -1.3886 -0.13 0.54 0.28
C -4.2835 4.4743 -1.5893 -0.16 -0.16 -0.11
O -2.9234 2.9514 -0.3070 0.03 -0.29 0.13
H -2.1266 5.5127 -0.1851 -0.10 0.04 -0.06
H -0.8821 4.5367 -0.9513 -0.01 -0.01 -0.06
H -1.8138 5.6906 -1.9213 -0.01 0.01 0.03
H -2.6003 3.3319 -2.2789 0.01 -0.16 0.12
H -4.6169 4.9973 -0.6889 0.10 0.07 -0.01
H -5.0084 3.6825 -1.7859 0.03 0.00 -0.05
H -4.3002 5.1765 -2.4239 0.00 0.01 0.03
H -3.1850 3.4337 0.4888 -0.04 0.09 -0.14
C 4.3616 -1.1812 4.1818 -0.07 -0.20 -0.07
C 5.7933 -1.0311 3.6892 -0.30 0.53 0.17
C 6.5339 0.0473 4.4639 0.21 -0.04 -0.02
O 5.7916 -0.7120 2.2968 0.09 -0.20 -0.10
H 3.8067 -0.2484 4.0434 0.08 0.05 0.08
H 3.8401 -1.9531 3.6125 0.04 -0.03 0.03
H 4.3321 -1.4481 5.2393 -0.02 0.03 -0.01
H 6.3182 -1.9819 3.7918 0.02 0.00 -0.18
H 6.0466 1.0180 4.3346 -0.10 -0.05 0.05
H 7.5553 0.1491 4.0955 0.00 -0.06 0.02
H 6.5691 -0.1838 5.5295 -0.01 0.03 -0.01
H 5.3294 0.1288 2.1894 0.08 -0.05 0.03
C -8.2909 9.7307 0.4255 0.20 -0.09 -0.07
C -9.3221 8.6472 0.1486 -0.20 0.50 0.41
C -10.7064 9.2412 -0.0595 -0.11 -0.15 -0.13
O -9.3519 7.7199 1.2354 0.04 -0.01 -0.11
H -8.5439 10.2791 1.3370 -0.10 0.03 -0.05
H -7.3044 9.2903 0.5793 -0.01 -0.01 -0.05
H -8.2306 10.4408 -0.4007 0.00 0.02 0.03
H -9.0296 8.0808 -0.7376 0.01 -0.15 0.10
H -11.0353 9.7744 0.8367 0.09 0.07 -0.02
H -11.4361 8.4532 -0.2502 0.04 0.00 -0.04
H -10.7168 9.9368 -0.9000 -0.01 0.01 0.03
H -9.6098 8.2050 2.0291 0.00 -0.01 -0.10